Entry 1:
Formula: C4H12NO
Source: OMol25
Level of theory: ωB97M-V/def2-TZVPD

The calculation puts the energy above the lowest of the compared OMol25 structures with the same formula, charge and spin at 130.2 kJ/mol. Its total charge is +1. The value obtained for the strongest force on any atom is 0.0521 hartree/bohr. The HOMO energy is -15.52 eV. The value obtained for the HOMO-LUMO gap is 10.58 eV.

The geometry in XYZ format:
```
18
Properties=species:S:1:pos:R:3:nbo_charge:R:1
O -2.5015 -1.8737 1.0260 -0.97
N -0.7045 -0.0209 -0.3353 -0.40
C 0.4109 0.8085 0.2031 -0.22
C -1.4779 0.3828 -1.2576 0.15
C 1.7492 0.1643 -0.1578 -0.41
C 2.9221 1.0870 0.1362 -0.62
H 0.2135 0.9138 1.2676 0.23
H -1.2315 -0.5805 0.3512 0.47
H 1.6776 -0.0794 -1.2176 0.21
H 0.3516 1.7779 -0.2687 0.21
H -2.3053 -2.2413 1.8956 0.50
H 3.5315 0.6746 0.9453 0.23
H -2.4776 -0.0133 -1.3952 0.23
H 3.5639 1.2008 -0.7319 0.24
H 1.8054 -0.7207 0.4847 0.22
H -1.1490 1.1026 -2.0002 0.22
H 2.6049 2.0467 0.5478 0.21
H -2.7196 -2.6045 0.4327 0.50
```

***

Entry 2:
Formula: C4H12NO
Source: OMol25
Level of theory: ωB97M-V/def2-TZVPD

The calculation puts the energy above the lowest of the compared OMol25 structures with the same formula, charge and spin at 144.3 kJ/mol. Its total charge is +1. The value obtained for the strongest force on any atom is 0.0160 hartree/bohr. The HOMO energy is -12.92 eV. The value obtained for the HOMO-LUMO gap is 9.48 eV.

The geometry in XYZ format:
```
18
Properties=species:S:1:pos:R:3:nbo_charge:R:1
O -0.4882 2.8233 -0.1832 -0.66
N -1.0405 -1.2650 -0.0550 -0.70
C 0.5469 1.1649 1.1652 -0.33
C -0.9517 -1.5376 -1.5326 -0.42
C 0.3407 1.7570 -0.0166 0.14
C 1.5210 0.0221 1.3219 -0.65
H -1.9928 -1.2770 0.2983 0.44
H -1.2832 -2.5520 -1.7251 0.24
H -1.5737 -0.8258 -2.0668 0.24
H -0.2836 3.2019 -1.0391 0.49
H 0.1925 1.6623 2.0599 0.24
H 0.7122 1.3572 -0.9592 0.16
H 1.6111 -0.5594 0.3930 0.18
H 0.0871 -1.3840 -1.8094 0.23
H -0.6046 -0.3298 0.1515 0.47
H -0.5189 -1.9885 0.4335 0.44
H 2.5339 0.3957 1.4642 0.26
H 1.1918 -0.6651 2.0995 0.22
```